{
  "formula": "C33H75Br10N6O6",
  "method": "ωB97M-V/def2-TZVPD",
  "total_energy_ev": -757082.2706,
  "e_homo_ev": -10.923,
  "homo_lumo_gap_ev": 9.37,
  "max_force_ev_per_a": 2.2,
  "charge": 1,
  "species": ["C", "N", "O", "H", "N", "H", "H", "O", "C", "H", "H", "H", "H", "Br", "H", "H", "H", "H", "H", "N", "H", "H", "C", "C", "C", "H", "H", "H", "H", "H", "C", "H", "H", "H", "H", "C", "H", "H", "H", "H", "H", "H", "Br", "Br", "C", "C", "H", "C", "H", "H", "H", "C", "H", "Br", "H", "N", "C", "H", "H", "H", "C", "O", "C", "H", "H", "H", "C", "H", "H", "H", "H", "H", "Br", "H", "O", "H", "H", "C", "H", "C", "Br", "Br", "H", "C", "H", "N", "H", "H", "C", "C", "H", "H", "H", "H", "H", "O", "C", "C", "C", "C", "C", "C", "H", "H", "Br", "H", "C", "C", "Br", "C", "H", "Br", "H", "H", "H", "H", "O", "H", "C", "H", "C", "H", "H", "H", "H", "C", "H", "H", "N", "C"],
  "positions_angstrom": [[-22.0690, -15.2217, -13.6462], [-16.9856, -8.5088, -11.2691], [-25.7443, -9.9545, -14.8684], [-18.4813, -12.0193, -12.2565], [-17.6537, -11.9771, -14.2639], [-16.8987, -13.7997, -13.7217], [-17.9337, -8.9601, -13.1088], [-21.8174, -12.4063, -17.2632], [-21.6113, -9.9582, -16.1772], [-27.2443, -8.6065, -14.5909], [-26.1591, -8.6258, -13.2730], [-19.2146, -13.0899, -13.4806], [-20.8888, -9.1573, -16.1039], [-22.0765, -4.6748, -13.3231], [-15.7984, -12.4419, -13.3263], [-25.5886, -3.5966, -12.0586], [-23.6822, -8.4935, -17.8814], [-23.7406, -17.2585, -12.8567], [-27.1495, -6.4201, -8.9535], [-22.6670, -9.5888, -15.2008], [-22.4014, -17.3377, -11.7614], [-23.6519, -14.7425, -10.7315], [-22.0145, -9.4033, -13.8575], [-17.9808, -7.6275, -10.6948], [-20.6740, -13.7042, -20.3951], [-25.6215, -8.9671, -8.2563], [-16.7819, -11.0346, -15.8164], [-28.4034, -9.0734, -19.5138], [-20.1483, -14.6598, -20.2966], [-21.8971, -14.1778, -13.8883], [-24.5153, -3.7172, -12.1360], [-18.8395, -8.1815, -10.2957], [-22.6540, -15.6138, -14.4885], [-16.7464, -7.7061, -13.2148], [-24.8872, -9.4013, -16.9209], [-15.9345, -8.9268, -10.5203], [-33.2630, -11.1017, -11.6016], [-26.4899, -12.8393, -15.7789], [-30.3681, -9.6268, -10.3243], [-31.5179, -8.3692, -10.6904], [-21.6187, -7.3063, -13.9837], [-16.0307, -13.0625, -15.0078], [-23.7730, -4.1241, -10.3680], [-28.5999, -6.2733, -19.5921], [-30.6812, -9.6003, -12.9492], [-26.0167, -13.4406, -16.5488], [-24.0663, -2.7466, -12.3306], [-21.7613, -12.9135, -18.3732], [-31.0111, -9.7176, -13.9932], [-24.5316, -15.0577, -16.5910], [-17.5727, -7.0329, -9.8827], [-32.9179, -10.3925, -12.3478], [-24.0980, -13.7863, -15.4967], [-20.0746, -6.4218, -17.2277], [-19.4458, -11.9969, -17.6966], [-20.6309, -13.0489, -19.1043], [-26.6145, -9.2954, -14.0140], [-24.3868, -4.5774, -14.1709], [-22.7879, -9.2767, -13.1167], [-20.2231, -8.3377, -14.5336], [-27.7966, -8.7816, -18.6643], [-29.6912, -8.9514, -12.7314], [-25.9717, -7.9877, -7.9576], [-18.1444, -6.7636, -18.7338], [-23.7954, -11.1551, -16.1065], [-15.2158, -9.5458, -11.0781], [-23.2287, -14.3705, -11.6763], [-33.5428, -9.4960, -12.3225], [-18.7431, -8.7796, -19.9515], [-22.8753, -11.5178, -14.5535], [-24.5073, -10.4296, -13.1895], [-16.1563, -9.2710, -13.0529], [-26.6115, -8.0971, -10.7240], [-21.1468, -15.8082, -13.6229], [-15.7549, -8.5974, -9.3816], [-19.5330, -11.3839, -13.4962], [-19.5598, -6.3177, -19.6906], [-16.5051, -12.8372, -14.0525], [-18.9743, -8.9415, -18.2050], [-28.3186, -7.4847, -18.0888], [-27.9340, -10.1904, -17.3221], [-25.2950, -12.4493, -18.0579], [-24.0325, -8.0784, -14.8249], [-21.0504, -8.2261, -13.8420], [-20.6647, -8.1762, -12.8208], [-31.5391, -10.0130, -12.0043], [-24.2438, -5.7282, -12.8978], [-27.6064, -7.0471, -17.3913], [-24.9483, -14.2992, -15.9360], [-19.3367, -8.4465, -19.1040], [-21.4267, -10.3087, -13.7669], [-22.6953, -7.6049, -15.7328], [-25.2026, -11.7392, -14.0476], [-21.6977, -13.9252, -20.6680], [-19.0685, -11.6596, -19.3081], [-23.0867, -13.2107, -11.9456], [-23.4316, -8.4143, -15.6705], [-19.2086, -6.9482, -18.8836], [-24.2101, -8.5461, -16.9331], [-23.5439, -10.8615, -15.0912], [-18.7473, -12.1116, -13.3105], [-27.0077, -7.4948, -8.9107], [-32.0108, -9.9580, -9.9488], [-18.5807, -13.2527, -18.6554], [-26.7223, -8.2064, -6.1674], [-32.9432, -10.8402, -13.3375], [-24.7728, -10.7347, -14.2041], [-24.0311, -4.6898, -13.1498], [-25.7820, -15.3877, -14.5218], [-16.9757, -8.6479, -12.6878], [-24.9280, -7.7168, -16.9284], [-21.1538, -8.9992, -19.5143], [-26.7314, -14.1233, -16.9945], [-25.1444, -7.2991, -7.8442], [-21.1461, -10.8950, -15.8902], [-18.3909, -6.9779, -11.4693], [-18.6479, -10.3095, -15.4645], [-29.2400, -7.6016, -17.5296], [-19.3680, -12.4974, -18.6584], [-23.8735, -16.6835, -11.1642], [-23.2524, -16.7058, -12.0552], [-22.0472, -10.0677, -17.1613], [-22.6368, -13.3274, -18.8930], [-27.3734, -9.9303, -13.5429], [-27.9921, -7.8794, -8.6537], [-31.3867, -9.4533, -10.6801], [-20.1026, -13.0929, -21.0899], [-26.7499, -8.7804, -18.9436], [-22.7728, -15.4058, -12.3964], [-17.7035, -11.0231, -15.2066]],
  "forces_ev_per_a": [[-0.3, -0.6, -0.5], [-0.1, -0.1, 0.0], [0.8, 0.0, 0.3], [0.5, 0.0, -0.1], [-0.4, 0.6, 1.0], [0.2, 0.0, 0.3], [0.0, -0.4, 0.2], [-0.2, -0.5, -0.2], [0.3, 0.6, 0.3], [0.2, -0.2, -0.3], [0.5, -0.5, 0.0], [0.1, 0.0, 0.3], [0.2, 0.0, -0.6], [-0.2, 0.2, -0.1], [0.1, 0.0, 0.0], [-0.1, -0.4, 0.0], [0.4, -0.1, 0.2], [-0.3, 0.4, -0.2], [0.4, 0.1, 0.0], [-0.9, -1.9, 0.0], [0.0, 0.0, -0.1], [-0.4, 0.3, 0.1], [0.9, 0.7, -1.1], [-0.6, 0.0, 0.1], [1.0, -0.4, 0.7], [0.1, -0.1, 0.1], [0.0, 0.2, 0.0], [0.0, -0.2, 0.0], [0.0, 0.0, -0.2], [0.2, 0.1, 0.5], [0.9, 0.9, 0.4], [0.2, -0.1, 0.0], [-0.1, -0.1, 0.2], [-0.2, 0.2, 0.4], [0.3, -0.2, -0.1], [0.0, 0.5, -0.6], [-0.2, -0.1, -0.1], [0.0, 0.5, -0.4], [0.0, 0.1, -0.2], [-0.3, 0.0, 0.1], [0.4, 0.1, -0.1], [0.2, 0.3, 0.1], [-0.4, -0.1, -0.1], [0.0, 0.1, 0.3], [-0.9, 0.7, -0.7], [0.1, -0.9, -0.1], [-0.2, 0.1, -0.2], [0.7, -0.1, -0.1], [-0.2, -0.7, 0.0], [-0.2, 0.2, -0.4], [0.2, 0.0, 0.0], [0.7, 0.3, 0.1], [-0.2, 0.3, 0.2], [-0.1, 0.1, -0.1], [-0.3, -0.5, 0.3], [-0.7, 0.3, 0.6], [-1.9, 1.2, 0.2], [-0.2, 0.6, 0.1], [-0.1, -0.2, 0.3], [0.1, 0.1, 0.0], [-0.4, -0.2, 0.1], [1.4, 0.3, 0.4], [0.3, -0.1, 0.4], [-0.1, 0.2, 0.0], [0.2, -0.3, 0.1], [0.0, -0.2, -0.1], [0.3, -0.8, 0.5], [-0.2, -0.1, -0.1], [0.0, 0.2, -0.1], [0.1, -0.8, -0.4], [-0.2, 0.6, 0.0], [-0.2, -0.5, 0.4], [0.0, 0.1, 0.2], [0.1, 0.3, 0.0], [0.1, -0.1, 1.1], [0.3, 0.2, -0.2], [-0.3, -0.1, 0.0], [-0.4, -0.4, -0.5], [-0.3, -0.3, 0.0], [0.5, 0.0, 0.1], [-0.3, 0.1, 0.1], [0.0, 0.0, 0.2], [-0.4, -0.4, -0.1], [-0.7, 0.0, 0.8], [0.2, 0.0, -0.1], [-1.1, -0.5, 0.2], [-0.1, 0.1, 0.3], [0.1, 0.2, -0.2], [0.5, -0.7, 0.4], [0.1, 0.4, 0.0], [-0.2, -0.3, 0.6], [0.0, -0.2, -0.4], [0.4, -0.1, -0.1], [-0.1, 0.3, -0.3], [0.0, -0.4, -0.3], [0.1, 1.6, -0.4], [0.9, 1.4, 0.9], [0.5, -0.5, 0.1], [-1.4, 0.0, -0.4], [-0.1, 1.0, 0.9], [-0.7, -0.5, -0.3], [-1.0, 0.2, -0.2], [-0.4, 0.1, -0.2], [0.0, 0.0, 0.1], [0.0, 0.1, -0.1], [-0.1, 0.0, 0.0], [-0.3, -0.6, -0.6], [0.3, -1.4, -0.5], [0.1, 0.3, 0.0], [0.3, 0.6, -1.4], [0.2, 0.1, -0.1], [0.1, 0.0, -0.1], [-0.3, 0.2, 0.0], [0.2, 0.0, -0.1], [-0.1, 0.1, 0.1], [0.2, 0.1, 0.0], [-0.5, 0.6, 0.1], [-0.3, -0.1, -0.4], [0.1, 0.8, -0.3], [-0.3, 0.2, -0.2], [1.2, -1.6, 0.6], [0.0, 0.1, 0.1], [-0.1, 0.0, 0.1], [0.4, -0.3, 0.3], [0.1, -0.3, -0.2], [1.2, -0.1, 0.5], [-0.4, 0.0, -0.5], [0.0, 0.3, -0.1], [-0.5, 0.3, -0.6], [0.8, -1.0, -0.5]],
  "mulliken_charge": [-0.616, 0.170, 0.638, 0.359, 0.391, 0.323, 0.073, -0.357, -0.500, 0.152, -0.199, 0.471, 0.161, -0.102, 0.306, 0.412, 0.282, 0.311, 0.367, 0.911, 0.369, 0.342, 0.296, -1.059, -0.948, 0.355, 0.497, 0.505, 0.351, -0.102, -0.572, 0.265, 0.269, 0.404, -0.179, 0.166, 0.292, 0.325, 0.274, 0.306, -0.477, 0.393, -0.146, -0.166, 0.149, -0.552, 0.351, 0.089, 0.319, 0.662, 0.371, -0.929, -0.035, -0.093, -0.031, 0.194, -1.116, 0.458, 0.505, 0.126, -0.613, -0.568, -0.521, 0.363, 0.162, 0.293, -0.008, 0.347, 0.536, -0.020, 0.325, 0.243, 0.021, 0.385, -0.557, -0.231, 0.433, -0.994, -0.044, -0.560, -0.149, -0.146, 0.324, -0.502, 0.538, 0.063, 0.086, 0.274, -0.534, -0.310, -0.374, 0.658, 0.503, 0.301, 0.217, -0.509, -0.457, -0.682, -1.016, 0.281, -0.659, -0.553, 0.345, 0.393, -0.164, 0.353, -1.562, -0.482, -0.156, -0.770, 0.466, -0.092, 0.545, 0.318, 0.267, 0.389, -0.483, 0.427, -0.661, 0.330, -1.039, -0.075, 0.067, 0.482, 0.348, -0.918, 0.300, 0.319, 0.257, -0.331]
}